[1]
DFT (ωB97M-V/def2-TZVPD) results for C41H79N2O24S2 as an isolated structure.

Properties
orbital gap = 0.2708 hartree
LUMO level = 1.3 eV
charge = -1
E_tot = -4321.3520 Eh

Each line ends with the Mulliken charge.
Atoms and positions in Å:
1 C 4.556 -1.775 1.723  -0.822
2 C 3.853 -1.143 2.896  0.650
3 O 4.264 -1.281 3.984  -0.613
4 O 2.719 -0.447 2.719  -0.365
5 C 2.864 0.615 1.746  0.210
6 C 1.480 1.027 1.229  -1.152
7 C 1.319 0.903 -0.276  -0.348
8 S 2.403 1.982 -1.215  1.030
9 O 3.630 2.236 -0.517  -0.724
10 O 1.740 3.214 -1.547  -0.685
11 N 2.659 1.246 -2.667  -0.368
12 S 3.663 -0.004 -2.557  1.096
13 O 5.002 0.489 -2.706  -0.779
14 O 3.577 -0.796 -1.343  -0.562
15 N 3.432 -1.107 -3.886  0.223
16 C 2.058 -1.422 -4.147  0.645
17 C 1.852 -2.363 -5.333  -1.391
18 O 1.137 -1.019 -3.558  -0.389
19 C 4.183 -2.337 -3.551  0.459
20 C 3.517 -3.538 -2.939  -1.155
21 O 5.310 -2.369 -3.812  -0.501
22 H 3.835 -1.949 0.929  0.110
23 H 5.073 -2.679 2.009  0.472
24 H 5.255 -1.043 1.318  0.299
25 H 3.563 0.386 0.946  0.202
26 H 3.283 1.474 2.273  0.326
27 H 0.761 0.337 1.673  0.466
28 H 1.228 2.010 1.615  0.304
29 H 1.384 -0.118 -0.628  0.137
30 H 0.304 1.221 -0.520  0.377
31 H 2.736 -2.300 -5.971  0.355
32 H 1.801 -3.387 -4.974  0.239
33 H 0.980 -2.083 -5.908  0.433
34 H 4.143 -4.020 -2.203  0.401
35 H 3.373 -4.276 -3.731  0.387
36 H 2.541 -3.342 -2.512  0.067
37 O 2.153 -3.737 -0.229  -0.467
38 C 1.009 -4.092 -0.256  0.839
39 O 0.027 -3.193 -0.163  -0.073
40 C -1.344 -3.516 -0.405  -0.756
41 C -2.007 -4.035 0.851  -0.658
42 C 0.647 -5.560 -0.298  -1.396
43 H -1.445 -4.209 -1.243  0.362
44 H -1.816 -2.586 -0.718  0.382
45 H -1.549 -4.960 1.185  0.062
46 H -3.067 -4.218 0.679  0.405
47 H -1.904 -3.315 1.662  0.298
48 H 0.576 -5.938 0.721  0.254
49 H 1.442 -6.091 -0.818  0.320
50 H -0.276 -5.769 -0.835  0.410
51 O -2.783 -5.609 3.017  -0.591
52 C -2.256 -6.319 3.829  0.853
53 O -1.521 -5.762 4.809  -0.373
54 C -1.023 -6.480 5.940  -0.382
55 C 0.319 -7.118 5.648  -0.990
56 C -2.316 -7.826 3.722  -1.118
57 H -1.757 -7.203 6.299  0.341
58 H -0.908 -5.738 6.730  0.327
59 H 0.244 -7.865 4.857  0.271
60 H 0.716 -7.601 6.541  0.365
61 H 1.030 -6.364 5.311  0.300
62 H -1.483 -8.174 3.112  0.255
63 H -3.249 -8.094 3.231  0.335
64 H -2.307 -8.335 4.683  0.391
65 O -4.069 1.707 -0.473  -0.584
66 C -3.642 2.580 -1.182  0.717
67 O -2.326 2.814 -1.234  -0.262
68 C -1.719 3.687 -2.201  -0.096
69 C -1.705 5.115 -1.703  -1.086
70 C -4.575 3.489 -1.948  -1.010
71 H -2.196 3.589 -3.177  0.299
72 H -0.692 3.341 -2.320  0.117
73 H -2.717 5.504 -1.565  0.337
74 H -1.182 5.759 -2.409  0.379
75 H -1.204 5.172 -0.737  0.276
76 H -4.837 4.341 -1.322  0.254
77 H -5.480 2.932 -2.179  0.289
78 H -4.168 3.837 -2.894  0.391
79 O 3.968 4.028 -8.685  -0.567
80 C 4.372 3.074 -8.067  0.766
81 O 4.171 3.005 -6.753  -0.368
82 C 4.417 1.819 -5.969  -0.064
83 C 5.842 1.736 -5.493  -0.962
84 C 5.187 1.994 -8.742  -1.023
85 H 4.114 0.924 -6.518  0.212
86 H 3.759 1.894 -5.104  0.193
87 H 6.548 1.661 -6.325  0.326
88 H 5.967 0.866 -4.850  0.279
89 H 6.107 2.630 -4.929  0.286
90 H 6.241 2.265 -8.702  0.267
91 H 4.876 1.933 -9.783  0.318
92 H 5.044 1.006 -8.312  0.319
93 O -8.612 3.504 0.658  -0.595
94 C -8.146 2.628 1.338  0.647
95 O -8.450 2.588 2.650  -0.386
96 C -8.116 1.493 3.509  -0.343
97 C -6.728 1.665 4.091  -0.813
98 C -7.158 1.629 0.770  -0.626
99 H -8.238 0.544 3.000  0.423
100 H -8.851 1.509 4.313  0.294
101 H -5.964 1.659 3.314  0.153
102 H -6.509 0.866 4.796  0.225
103 H -6.652 2.623 4.609  0.345
104 H -6.145 2.017 0.872  0.112
105 H -7.377 1.498 -0.287  0.312
106 H -7.221 0.643 1.227  0.253
107 O -7.499 -1.317 4.008  -0.490
108 C -7.023 -2.161 4.709  0.766
109 O -7.347 -2.188 6.017  -0.392
110 C -7.011 -3.264 6.894  -0.403
111 C -5.636 -3.080 7.499  -0.951
112 C -5.996 -3.128 4.187  -1.078
113 H -7.117 -4.226 6.392  0.373
114 H -7.761 -3.242 7.684  0.320
115 H -4.857 -3.091 6.736  0.239
116 H -5.426 -3.873 8.219  0.366
117 H -5.572 -2.118 8.009  0.296
118 H -5.003 -2.689 4.305  0.257
119 H -6.186 -3.288 3.128  0.416
120 H -6.027 -4.105 4.663  0.269
121 O -1.590 7.829 -6.854  -0.578
122 C -0.762 7.138 -7.385  0.734
123 O 0.538 7.437 -7.252  -0.381
124 C 1.600 6.562 -7.664  -0.308
125 C 1.959 6.774 -9.118  -0.900
126 C -1.157 5.985 -8.282  -0.887
127 H 1.359 5.523 -7.443  0.345
128 H 2.453 6.818 -7.038  0.290
129 H 1.125 6.530 -9.778  0.235
130 H 2.809 6.151 -9.391  0.321
131 H 2.214 7.820 -9.298  0.305
132 H -1.275 6.351 -9.301  0.234
133 H -2.111 5.596 -7.934  0.299
134 H -0.454 5.156 -8.265  0.307
135 O 3.728 3.490 4.982  -0.539
136 C 4.306 2.801 5.773  0.615
137 O 4.985 3.391 6.788  -0.385
138 C 5.521 2.671 7.894  -0.387
139 C 6.912 2.149 7.599  -0.922
140 C 4.379 1.301 5.622  -0.619
141 H 4.841 1.880 8.213  0.373
142 H 5.569 3.387 8.715  0.307
143 H 6.903 1.431 6.779  0.262
144 H 7.334 1.661 8.479  0.339
145 H 7.568 2.968 7.303  0.285
146 H 5.242 1.039 5.013  0.205
147 H 3.480 0.961 5.115  0.162
148 H 4.421 0.768 6.570  0.301



[2]
DFT (ωB97M-V/def2-TZVPD) results for a 4-piece molecular cluster, C41H81FN6O6 overall.

Properties
orbital gap (alpha / beta) = 0.1977 / 0.2426 hartree
LUMO level (alpha / beta) = -3.6 / -3.6 eV
charge = +1
2S+1 = 4
E_tot = -2490.1789 Eh

Each line ends with the Mulliken charge.
Atoms and positions in Å:
1 C 0.105 4.437 -1.275  -1.103
2 C -0.542 3.099 -1.467  0.660
3 O -0.007 2.027 -1.440  -0.626
4 O -1.900 3.208 -1.650  -0.135
5 C -2.510 2.071 -2.274  -0.793
6 C -4.017 2.272 -2.246  -0.879
7 C -4.502 2.810 -0.894  0.464
8 C -4.477 4.347 -0.853  -0.553
9 C -5.683 5.116 -0.288  -0.306
10 O -5.877 6.310 -0.967  -0.315
11 C -5.048 7.401 -0.548  -1.282
12 C -3.782 7.641 -1.365  1.747
13 C -2.966 8.719 -0.620  -1.711
14 C -4.033 8.093 -2.815  0.414
15 C -4.939 7.154 -3.611  -1.323
16 C -2.694 8.241 -3.538  -1.329
17 N -6.959 4.377 -0.399  -0.251
18 C -6.891 3.125 -0.946  0.426
19 N -7.848 2.735 -1.756  -0.028
20 F -8.949 3.487 -1.908  -0.112
21 N -5.893 2.289 -0.644  -0.319
22 H -0.305 5.171 -1.964  0.261
23 H 1.178 4.333 -1.401  0.402
24 H -0.094 4.787 -0.260  0.272
25 H -2.150 1.999 -3.300  0.413
26 H -2.226 1.156 -1.757  0.367
27 H -4.326 2.938 -3.055  0.290
28 H -4.469 1.295 -2.445  0.469
29 H -3.853 2.402 -0.120  0.344
30 H -4.293 4.725 -1.857  -0.056
31 H -3.617 4.647 -0.260  0.474
32 H -5.526 5.329 0.776  0.436
33 H -5.676 8.294 -0.601  0.367
34 H -4.786 7.257 0.507  0.452
35 H -3.169 6.732 -1.398  -0.421
36 H -1.896 8.522 -0.670  0.372
37 H -3.149 9.708 -1.041  0.343
38 H -3.234 8.775 0.437  0.475
39 H -4.515 9.076 -2.763  0.282
40 H -4.924 7.419 -4.668  0.496
41 H -5.969 7.174 -3.260  0.301
42 H -4.599 6.117 -3.516  0.114
43 H -2.109 7.322 -3.427  0.184
44 H -2.845 8.383 -4.608  0.430
45 H -2.099 9.072 -3.162  0.348
46 H -7.442 4.343 0.493  0.355
47 H -7.928 1.838 -2.219  0.249
48 H -6.003 1.353 -1.023  0.291
49 C 4.803 -1.019 2.757  -1.874
50 C 4.192 -1.854 1.618  1.876
51 C 4.895 -1.576 0.285  -0.609
52 C 4.570 -0.211 -0.317  -0.806
53 C 3.061 -0.010 -0.432  -1.214
54 C 2.319 -0.230 0.891  1.671
55 N 2.728 -1.566 1.447  1.137
56 O 2.072 -2.534 0.931  -0.543
57 C 2.600 0.912 1.870  -1.684
58 C 0.817 -0.271 0.650  -1.364
59 C 4.341 -3.327 1.983  -1.940
60 H 5.572 -1.606 3.259  0.506
61 H 5.275 -0.102 2.408  0.325
62 H 4.053 -0.757 3.502  0.256
63 H 4.594 -2.352 -0.426  -0.491
64 H 5.973 -1.679 0.435  0.510
65 H 5.025 0.590 0.271  0.371
66 H 5.016 -0.146 -1.312  0.487
67 H 2.824 0.994 -0.793  0.260
68 H 2.663 -0.714 -1.169  0.388
69 H 2.179 0.691 2.852  0.141
70 H 2.117 1.813 1.487  0.470
71 H 3.655 1.137 1.992  0.309
72 H 0.553 -1.005 -0.107  0.446
73 H 0.472 0.703 0.309  0.240
74 H 0.289 -0.531 1.570  0.021
75 H 3.789 -3.560 2.895  0.410
76 H 5.399 -3.533 2.155  0.552
77 H 3.980 -3.978 1.191  0.240
78 C 0.027 -2.882 5.816  -1.889
79 C -0.764 -2.631 4.520  2.072
80 C -0.859 -1.131 4.216  -0.974
81 C -1.799 -0.371 5.149  -0.762
82 C -3.181 -1.020 5.188  -1.289
83 C -3.139 -2.513 5.533  1.606
84 N -2.162 -3.176 4.605  0.490
85 O -2.667 -3.459 3.466  -0.640
86 C -2.772 -2.723 7.005  -1.708
87 C -4.508 -3.147 5.311  -1.849
88 C -0.034 -3.353 3.393  -1.999
89 H 1.072 -3.062 5.565  0.509
90 H 0.002 -2.040 6.506  0.289
91 H -0.340 -3.764 6.339  0.335
92 H -1.208 -1.013 3.185  0.355
93 H 0.151 -0.712 4.262  0.273
94 H -1.378 -0.310 6.156  0.337
95 H -1.894 0.660 4.800  0.393
96 H -3.823 -0.518 5.917  0.433
97 H -3.657 -0.908 4.208  0.372
98 H -2.612 -3.781 7.213  0.348
99 H -3.606 -2.380 7.618  0.446
100 H -1.891 -2.174 7.320  0.322
101 H -4.878 -2.964 4.307  0.376
102 H -5.209 -2.721 6.031  0.417
103 H -4.464 -4.225 5.466  0.448
104 H -0.011 -4.427 3.582  0.538
105 H 0.991 -2.983 3.349  0.273
106 H -0.489 -3.186 2.421  0.387
107 C 6.800 -4.824 -2.565  -1.908
108 C 5.869 -4.424 -3.724  1.963
109 C 4.650 -3.651 -3.210  -1.046
110 C 3.638 -4.516 -2.463  0.138
111 C 3.218 -5.717 -3.306  -1.667
112 C 4.405 -6.551 -3.805  1.670
113 N 5.375 -5.623 -4.480  0.517
114 O 5.064 -5.363 -5.693  -0.633
115 C 5.053 -7.321 -2.652  -1.737
116 C 3.938 -7.574 -4.834  -1.861
117 C 6.671 -3.553 -4.685  -1.875
118 H 7.572 -4.063 -2.447  0.482
119 H 6.281 -4.907 -1.611  0.248
120 H 7.300 -5.769 -2.767  0.346
121 H 4.153 -3.178 -4.063  0.436
122 H 5.007 -2.841 -2.565  -0.012
123 H 4.043 -4.845 -1.502  0.009
124 H 2.758 -3.915 -2.224  0.536
125 H 2.554 -6.374 -2.737  0.437
126 H 2.653 -5.366 -4.175  0.352
127 H 5.973 -7.804 -2.982  0.355
128 H 4.360 -8.098 -2.328  0.450
129 H 5.278 -6.707 -1.786  0.301
130 H 3.388 -7.108 -5.646  0.387
131 H 3.288 -8.295 -4.336  0.419
132 H 4.788 -8.109 -5.260  0.438
133 H 7.504 -4.112 -5.112  0.456
134 H 7.069 -2.704 -4.127  0.449
135 H 6.057 -3.181 -5.500  0.394



[3]
DFT (ωB97M-V/def2-TZVPD) results for C41H82As3IN8O7RbS2Si2Te as an isolated structure.

Properties
orbital gap = 0.1915 hartree
LUMO level = 1.3 eV
charge = -1
E_tot = -11248.7012 Eh

Each line ends with the Mulliken charge.
Atoms and positions in Å:
1 Rb -0.316 0.913 -0.525  0.599
2 C -1.019 6.823 -4.272  -1.250
3 C 0.111 5.800 -4.336  -0.391
4 N -0.345 4.428 -4.254  0.009
5 C -0.757 3.843 -3.085  -0.190
6 S -1.556 2.325 -3.233  -0.525
7 N -0.548 4.565 -2.004  -0.519
8 N -0.693 3.927 -0.813  0.918
9 C -0.978 4.680 0.189  -0.480
10 C -1.261 6.156 0.076  -1.638
11 C -1.020 4.073 1.540  0.982
12 C -1.575 4.787 2.612  -0.661
13 C -1.583 4.234 3.881  -0.780
14 C -1.030 2.979 4.072  -0.989
15 C -0.506 2.338 2.960  -1.110
16 N -0.501 2.851 1.735  0.514
17 H -0.623 7.841 -4.304  0.351
18 H -1.582 6.696 -3.347  0.263
19 H -1.706 6.697 -5.112  0.331
20 H 0.814 5.972 -3.521  0.112
21 H 0.664 5.908 -5.271  0.541
22 H -0.718 3.992 -5.080  0.252
23 H -1.072 6.474 -0.944  0.247
24 H -0.628 6.733 0.755  0.383
25 H -2.303 6.378 0.322  0.270
26 H -1.994 5.769 2.452  0.363
27 H -2.009 4.786 4.710  0.397
28 H -0.987 2.509 5.046  0.540
29 H -0.050 1.358 3.065  0.854
30 C 4.724 0.264 3.569  -1.250
31 As 2.807 0.372 3.143  0.517
32 C 2.997 1.160 1.360  -0.970
33 C 2.577 -1.508 2.576  -0.999
34 C 1.715 -2.394 3.491  3.230
35 C 1.696 -3.806 2.896  -1.837
36 C 0.282 -1.860 3.610  -2.654
37 As -0.694 -1.385 1.956  0.698
38 C -1.252 -3.139 1.293  -0.884
39 C -2.367 -1.023 2.936  -0.819
40 C 2.347 -2.429 4.892  -2.096
41 As 1.366 -3.437 6.278  0.223
42 C 0.368 -1.941 7.078  -0.997
43 C 2.834 -3.401 7.585  -1.200
44 H 4.858 -0.355 4.457  0.339
45 H 5.117 1.260 3.775  0.439
46 H 5.275 -0.177 2.737  0.325
47 H 3.464 0.470 0.656  0.450
48 H 3.591 2.071 1.432  0.574
49 H 2.014 1.439 0.984  -0.232
50 H 3.576 -1.948 2.491  0.936
51 H 2.159 -1.502 1.568  -0.706
52 H 1.377 -3.776 1.853  0.048
53 H 1.032 -4.466 3.460  0.367
54 H 2.700 -4.237 2.919  0.516
55 H 0.289 -0.929 4.189  0.618
56 H -0.335 -2.581 4.159  0.773
57 H -1.372 -3.859 2.105  0.445
58 H -0.508 -3.481 0.574  0.112
59 H -2.206 -3.004 0.777  0.079
60 H -2.627 -1.852 3.600  0.577
61 H -3.151 -0.879 2.193  -0.533
62 H -2.267 -0.109 3.524  0.386
63 H 2.484 -1.412 5.275  0.566
64 H 3.338 -2.890 4.826  0.625
65 H -0.508 -1.709 6.475  0.170
66 H 0.997 -1.052 7.153  0.312
67 H 0.036 -2.233 8.075  0.429
68 H 3.617 -4.092 7.274  0.358
69 H 2.460 -3.718 8.558  0.395
70 H 3.256 -2.398 7.672  0.339
71 C 5.426 -3.358 -4.926  -1.109
72 Si 3.844 -2.339 -4.804  0.306
73 C 3.618 -1.377 -6.407  -1.088
74 C 2.405 -3.530 -4.649  -0.543
75 C 4.039 -1.075 -3.435  -0.464
76 Te 2.172 -0.192 -2.864  -0.010
77 C 2.600 1.579 -4.171  -0.712
78 Si 3.681 2.869 -3.390  0.307
79 C 3.925 4.346 -4.543  -0.815
80 C 5.406 2.239 -2.960  -1.186
81 C 2.920 3.500 -1.797  0.557
82 H 5.362 -4.102 -5.724  0.296
83 H 5.593 -3.886 -3.983  0.279
84 H 6.298 -2.727 -5.119  0.297
85 H 3.529 -2.045 -7.268  0.351
86 H 4.458 -0.700 -6.586  0.295
87 H 2.707 -0.774 -6.354  0.273
88 H 2.171 -3.948 -5.633  0.432
89 H 1.515 -3.028 -4.265  -0.139
90 H 2.646 -4.348 -3.969  0.214
91 H 4.655 -0.261 -3.818  0.201
92 H 4.508 -1.480 -2.540  0.627
93 H 1.608 2.024 -4.325  0.239
94 H 2.959 1.244 -5.148  0.322
95 H 4.440 4.050 -5.461  0.298
96 H 4.513 5.136 -4.065  0.282
97 H 2.957 4.767 -4.824  0.023
98 H 5.946 1.867 -3.835  0.318
99 H 5.363 1.435 -2.222  0.286
100 H 5.989 3.061 -2.532  0.349
101 H 1.979 4.029 -1.964  -0.334
102 H 3.609 4.181 -1.286  0.472
103 H 2.717 2.665 -1.121  -0.736
104 C -5.330 -4.988 1.929  -1.362
105 C -5.381 -3.564 2.466  0.056
106 S -6.273 -2.530 1.324  1.129
107 O -5.494 -2.451 0.113  -0.457
108 O -7.642 -2.972 1.261  -0.715
109 C -6.253 -0.929 2.123  -0.388
110 C -6.560 0.231 1.168  -1.256
111 N -5.429 0.600 0.328  0.268
112 C -4.273 1.150 0.800  0.421
113 N -3.309 1.122 -0.094  0.084
114 C -3.843 0.561 -1.215  -0.622
115 C -5.140 0.229 -0.973  -0.558
116 N -6.093 -0.274 -1.902  1.304
117 O -5.663 -0.753 -2.932  -0.640
118 O -7.279 -0.169 -1.634  -0.713
119 C -4.158 1.774 2.147  -0.527
120 H -4.762 -5.614 2.616  0.399
121 H -4.839 -5.013 0.957  0.322
122 H -6.333 -5.401 1.826  0.374
123 H -4.385 -3.131 2.562  -0.213
124 H -5.899 -3.499 3.424  0.451
125 H -5.274 -0.809 2.588  0.134
126 H -7.011 -0.978 2.905  0.583
127 H -6.820 1.099 1.773  0.472
128 H -7.408 0.007 0.529  0.480
129 H -3.306 0.514 -2.145  0.843
130 H -4.875 2.591 2.256  0.593
131 H -3.154 2.179 2.244  -0.615
132 H -4.325 1.065 2.960  0.333
133 N -2.034 -0.967 -4.042  -0.029
134 C -1.878 -1.550 -2.841  -0.107
135 O -1.128 -1.100 -1.990  0.709
136 C -2.737 -2.752 -2.510  -1.005
137 I -2.809 -4.241 -4.039  0.035
138 H -1.533 -0.103 -4.219  0.107
139 H -2.661 -1.341 -4.731  0.134
140 H -3.766 -2.440 -2.344  0.341
141 H -2.328 -3.225 -1.625  0.172
142 C 3.174 -4.315 -0.401  -0.658
143 O 3.222 -3.245 -1.336  -0.261
144 C 2.215 -2.266 -1.252  -0.367
145 O 1.411 -2.409 -0.337  0.158
146 H 3.431 -3.978 0.606  0.048
147 H 3.903 -5.054 -0.732  0.355
148 H 2.180 -4.767 -0.361  0.238